1.
{"formula": "C2CuN2O12", "method": "ωB97M-V/def2-TZVPD", "charge": -4, "homo_lumo_gap_ev": [5.06, 4.74], "multiplicity": 2, "e_homo_ha": [0.19361, 0.20546], "species": ["Cu", "N", "O", "O", "O", "N", "O", "O", "O", "C", "O", "O", "O", "C", "O", "O", "O"], "positions_angstrom": [[0.131, 0.129, -0.364], [2.244, 1.749, 1.815], [3.310, 2.357, 1.524], [1.662, 1.072, 0.952], [1.811, 1.810, 2.969], [-2.542, -1.975, 0.028], [-2.007, -3.051, -0.322], [-3.745, -1.892, 0.306], [-1.767, -0.995, 0.183], [1.573, -2.214, -1.110], [1.375, -2.360, 0.148], [2.683, -2.590, -1.667], [0.839, -1.352, -1.767], [-1.422, 2.329, -0.665], [-0.705, 2.085, 0.365], [-1.030, 1.761, -1.740], [-2.410, 3.139, -0.654]], "forces_ev_per_angstrom": [[-0.71, 0.30, -1.42], [0.05, -0.58, -0.96], [0.15, 0.23, -0.12], [0.91, 0.14, 0.42], [-0.32, 0.09, 0.97], [3.16, -0.25, 0.25], [-1.23, -0.25, -0.20], [-1.04, 0.05, -0.01], [-1.37, 0.36, 0.15], [2.77, 1.77, 1.55], [-0.51, -0.46, -0.45], [-0.84, -1.13, -0.46], [-1.31, 1.28, 0.40], [-0.47, 1.04, -0.46], [0.30, -1.31, 1.18], [0.39, -1.38, -0.99], [0.06, 0.11, 0.16]]}

---

2.
{"formula": "C6H18HgO12S2", "method": "ωB97M-V/def2-TZVPD", "charge": -4, "homo_lumo_gap_ev": 3.77, "e_homo_ha": 0.18439, "species": ["Hg", "C", "C", "O", "H", "H", "H", "H", "H", "S", "O", "O", "O", "O", "S", "O", "O", "O", "O", "O", "H", "C", "C", "O", "H", "H", "H", "H", "H", "H", "C", "C", "O", "H", "H", "H", "H", "H", "H"], "positions_angstrom": [[-0.375, -0.588, -0.628], [-3.225, -0.630, 1.853], [-3.253, -1.876, 0.981], [-2.314, -1.991, -0.025], [-4.178, -0.592, 2.399], [-3.027, 0.280, 1.283], [-2.426, -0.710, 2.597], [-4.283, -1.854, 0.562], [-3.253, -2.813, 1.572], [0.831, -3.788, -0.834], [2.182, -4.359, -1.032], [0.970, -2.411, -0.331], [0.116, -3.828, -2.090], [0.102, -4.598, 0.178], [-1.582, 2.442, -1.538], [-1.594, 1.230, -0.658], [-1.688, 2.069, -2.957], [-2.742, 3.272, -1.200], [-0.332, 3.172, -1.245], [-0.576, -0.840, -2.892], [0.354, -0.743, -3.138], [3.851, 1.190, -1.603], [2.510, 0.952, -2.304], [1.520, 0.926, -1.266], [3.925, 2.127, -1.048], [4.527, 1.270, -2.467], [4.115, 0.392, -0.913], [2.360, -0.041, -2.732], [2.249, 1.702, -3.053], [1.198, 1.838, -1.135], [0.789, 1.822, 2.885], [-0.074, 0.552, 2.665], [0.363, -0.160, 1.542], [1.836, 1.514, 2.828], [0.567, 2.424, 3.769], [0.609, 2.474, 2.027], [-1.096, 0.899, 2.526], [-0.088, -0.088, 3.555], [1.134, -0.639, 1.867]], "forces_ev_per_angstrom": [[-1.76, -2.20, -2.52], [0.52, -0.21, 0.77], [0.95, -0.43, -2.40], [-0.77, 0.81, 1.48], [-0.12, 0.33, 0.11], [-0.27, -0.07, -0.27], [0.05, -0.06, 0.11], [-0.55, -0.05, -0.34], [0.00, -0.06, 0.83], [-1.04, -2.66, -0.01], [1.50, -0.17, 0.19], [0.88, 2.06, 1.04], [-0.46, 0.09, -1.17], [0.28, -0.14, 0.55], [-0.90, -0.75, -1.49], [-0.56, 0.56, 0.75], [0.49, 0.34, 0.23], [-0.85, 0.96, 0.86], [1.64, 0.76, 0.23], [0.45, 0.25, 0.26], [-0.14, -0.20, -0.09], [0.24, 0.00, -1.54], [-1.48, -0.35, 2.19], [0.89, 1.09, -0.18], [-0.45, 0.15, -0.12], [0.80, -0.18, 0.41], [-0.04, -0.22, -0.27], [0.82, -0.03, -0.29], [0.19, 0.13, -0.01], [-0.80, -0.02, -0.12], [-0.06, -0.43, -0.90], [-0.35, 1.42, 0.69], [0.61, 0.35, 1.66], [0.16, 0.25, 0.34], [-0.01, -0.35, 0.29], [0.05, -0.06, -0.12], [-0.03, -0.28, -0.38], [0.11, -0.09, 0.08], [0.02, -0.55, -0.84]]}

---

3.
{"formula": "C3H14N2O2", "method": "ωB97M-V/def2-TZVPD", "charge": 1, "homo_lumo_gap_ev": [10.66, 5.58], "multiplicity": 2, "e_homo_ha": [-0.50828, -0.50597], "species": ["N", "C", "C", "N", "C", "H", "H", "H", "H", "H", "H", "H", "H", "H", "H", "H", "H", "O", "H", "H", "O"], "positions_angstrom": [[-1.389, -2.253, 0.116], [-1.392, -0.815, -0.075], [-0.738, -0.026, 1.077], [0.398, 0.749, 0.483], [1.328, 1.491, 1.358], [-1.493, -2.750, -0.763], [-2.235, -2.573, 0.583], [-0.804, -0.568, -0.957], [-2.348, -0.366, -0.338], [-1.378, 0.740, 1.520], [-0.266, -0.739, 1.766], [0.009, 1.366, -0.241], [0.852, 2.245, 1.992], [1.885, 0.740, 1.918], [1.946, 2.071, 0.662], [1.467, -1.565, -0.683], [2.004, -0.486, 0.225], [2.299, -1.185, -0.359], [-0.307, 0.958, -3.351], [0.521, 1.675, -2.497], [-0.359, 1.292, -2.438]], "forces_ev_per_angstrom": [[-0.59, -0.25, 0.16], [-0.25, 0.31, -0.81], [1.93, -1.17, -1.10], [-2.46, 2.39, 2.20], [0.69, -0.74, -1.56], [0.50, 0.29, -0.25], [0.24, 0.30, 0.49], [0.13, -0.30, -0.14], [-0.39, -0.07, 0.32], [-0.01, -0.06, 0.29], [-0.51, 0.35, 0.37], [0.50, -0.59, -0.74], [-0.55, -0.42, 0.12], [0.12, 0.42, 0.33], [0.34, -0.27, 0.40], [0.33, -0.25, 0.03], [0.32, -0.04, 0.20], [-0.50, -0.01, -0.33], [-1.07, -0.38, 0.17], [0.40, 0.61, 0.68], [0.83, -0.14, -0.83]]}

---

4.
{"formula": "C23H50Li2N13O14", "method": "ωB97M-V/def2-TZVPD", "charge": -1, "homo_lumo_gap_ev": 4.36, "e_homo_ha": -0.12225, "species": ["Li", "Li", "C", "C", "C", "O", "C", "C", "C", "O", "O", "O", "H", "H", "C", "C", "O", "O", "H", "H", "H", "C", "O", "N", "N", "H", "H", "H", "H", "C", "O", "N", "N", "H", "H", "H", "H", "C", "O", "N", "N", "H", "H", "H", "H", "C", "O", "N", "N", "H", "H", "H", "H", "C", "O", "N", "N", "H", "H", "H", "H", "C", "O", "N", "N", "H", "H", "H", "H", "C", "C", "C", "C", "C", "C", "N", "O", "C", "C", "C", "H", "H", "H", "H", "H", "H", "H", "H", "H", "H", "H", "H", "H", "H", "H", "H", "H", "H", "H", "O", "H", "H"], "positions_angstrom": [[-0.286, -2.887, -2.081], [2.139, -3.282, -0.401], [4.577, -3.141, -4.266], [5.164, -4.429, -4.264], [4.288, -5.573, -3.760], [4.590, -6.742, -3.965], [3.057, -5.253, -3.094], [2.611, -3.971, -2.957], [3.407, -2.803, -3.566], [3.059, -1.655, -3.237], [1.503, -3.658, -2.352], [6.369, -4.632, -4.474], [5.174, -2.327, -4.662], [2.432, -6.022, -2.651], [-0.731, -0.459, 0.918], [-0.306, -1.249, -0.293], [0.560, -2.162, -0.163], [-0.854, -1.061, -1.403], [-1.397, 0.347, 0.624], [0.117, -0.100, 1.502], [-1.223, -1.151, 1.610], [-3.789, -4.107, 1.099], [-3.882, -5.317, 1.079], [-2.835, -3.384, 0.433], [-4.670, -3.318, 1.829], [-2.879, -2.380, 0.462], [-2.116, -3.880, -0.059], [-4.841, -2.346, 1.619], [-5.372, -3.865, 2.292], [-4.546, -1.638, -2.142], [-4.090, -2.150, -3.143], [-5.891, -1.693, -1.835], [-3.803, -0.937, -1.231], [-6.492, -2.236, -2.424], [-6.262, -1.294, -0.995], [-2.812, -0.764, -1.344], [-4.262, -0.379, -0.535], [-1.733, -2.188, 4.772], [-1.418, -1.749, 5.871], [-3.017, -2.551, 4.461], [-0.833, -2.270, 3.730], [-3.189, -2.964, 3.563], [-3.676, -2.544, 5.213], [0.101, -2.107, 4.053], [-0.978, -2.883, 2.947], [-3.711, 2.079, -2.617], [-2.790, 2.036, -3.389], [-5.036, 1.857, -2.986], [-3.560, 2.197, -1.245], [-5.771, 2.254, -2.430], [-5.258, 1.676, -3.948], [-4.322, 2.213, -0.599], [-2.591, 2.038, -1.020], [0.270, 1.306, 4.015], [-0.618, 1.907, 3.433], [0.973, 0.286, 3.418], [0.653, 1.634, 5.290], [0.723, 0.074, 2.471], [1.613, -0.257, 3.964], [1.281, 1.105, 5.864], [0.061, 2.310, 5.736], [-4.238, 0.803, 2.045], [-4.189, -0.400, 1.794], [-5.387, 1.537, 1.820], [-3.209, 1.459, 2.644], [-6.197, 1.075, 1.454], [-5.387, 2.540, 1.863], [-2.423, 0.947, 3.010], [-3.273, 2.443, 2.834], [4.112, 3.037, -2.929], [3.433, 3.185, -1.571], [2.117, 2.391, -1.635], [1.555, 2.124, -0.249], [2.569, 1.475, 0.670], [3.872, 2.296, 0.804], [4.295, 2.627, -0.538], [5.584, 3.173, -0.572], [3.603, 3.511, 1.706], [4.891, 1.385, 1.472], [3.097, 4.666, -1.342], [4.325, 1.991, -3.141], [5.059, 3.583, -2.944], [3.489, 3.491, -3.699], [1.380, 2.978, -2.185], [2.243, 1.436, -2.150], [0.566, 1.654, -0.249], [1.242, 3.070, 0.229], [2.839, 0.457, 0.392], [2.099, 1.474, 1.663], [4.468, 4.181, 1.697], [2.664, 4.018, 1.513], [3.539, 3.185, 2.751], [4.562, 1.060, 2.459], [5.030, 0.503, 0.842], [5.873, 1.852, 1.566], [4.028, 5.262, -1.293], [2.551, 4.876, -0.428], [2.633, 5.162, -2.199], [5.534, 4.040, -0.134], [-0.268, 0.513, -3.725], [-0.888, 1.156, -4.081], [-0.671, 0.219, -2.901]], "forces_ev_per_angstrom": [[1.41, 0.33, -0.44], [-0.78, 0.43, -1.47], [-0.25, 0.15, -0.45], [0.58, 0.87, 0.71], [-0.31, -0.99, -0.40], [0.34, 0.00, 0.01], [-0.53, 0.81, 0.87], [0.00, -0.16, -0.77], [0.63, -0.19, 0.59], [-0.27, 0.10, -0.08], [-0.74, 0.05, 1.31], [-0.31, -0.39, -0.40], [0.07, 0.03, 0.15], [0.18, -0.31, -0.23], [-0.10, -0.36, -0.07], [0.75, -0.43, -0.30], [0.10, -0.33, 0.97], [-0.76, 0.01, 0.15], [0.05, 0.13, 0.25], [-0.93, -0.10, -1.98], [-0.21, 0.25, -0.22], [-0.36, 0.63, -0.33], [0.29, -0.23, 0.15], [-0.18, -0.27, 0.69], [0.32, -0.53, 0.08], [0.13, 0.03, -0.31], [-0.07, 0.02, -0.08], [0.16, 0.02, 0.10], [-0.25, 0.14, -0.13], [0.18, 0.45, 0.01], [0.06, -0.28, 0.01], [0.03, 0.09, 0.00], [-0.25, 0.05, 0.27], [0.06, -0.06, -0.06], [-0.01, -0.09, 0.08], [0.03, -0.21, -0.51], [-0.04, -0.08, 0.11], [-0.71, 0.09, 0.21], [0.14, -0.05, -0.26], [1.23, 0.18, 0.02], [-0.15, 0.04, 0.45], [-0.69, -0.04, -0.03], [-0.18, -0.13, -0.10], [0.20, -0.13, -0.25], [0.01, -0.13, 0.04], [-1.71, -0.83, 0.54], [0.40, 0.13, -0.18], [0.19, 0.30, 0.15], [0.94, 0.49, -1.35], [-0.04, -0.08, 0.02], [0.26, 0.18, -0.12], [0.10, -0.28, 0.22], [-0.16, 0.26, 0.80], [0.84, -0.76, 0.22], [-0.22, 0.19, -0.12], [-0.16, 1.01, 1.42], [-0.27, 0.29, -0.33], [0.80, -0.12, 1.13], [0.19, -0.12, -0.25], [-0.01, -0.19, -0.12], [0.00, -0.02, 0.13], [0.21, -0.19, 0.91], [-0.21, 0.13, -0.27], [0.44, 0.25, -0.24], [-1.02, -0.08, -0.63], [0.06, -0.12, -0.08], [-0.07, -0.03, 0.14], [0.18, 0.16, -0.20], [0.23, -0.04, 0.17], [0.54, 0.40, 0.16], [-0.85, 0.26, -0.35], [-0.36, -0.32, 0.49], [-0.41, 0.95, 0.27], [-0.40, 0.39, 0.62], [-1.18, -0.07, 0.19], [0.43, -0.99, -0.50], [0.15, 0.41, 0.31], [0.47, -0.22, 0.76], [0.62, -0.18, -0.40], [1.17, 0.99, -0.19], [-0.15, -0.04, -0.10], [-0.03, -0.07, 0.05], [-0.16, -0.28, -0.06], [0.14, -0.06, -0.27], [0.15, 0.07, -0.09], [0.36, -0.70, -0.37], [0.44, 0.12, -0.15], [-0.17, -0.09, -0.25], [0.43, -0.29, -0.12], [-0.25, 0.29, -0.17], [0.12, 0.24, -0.31], [-0.01, -0.12, -0.10], [-0.16, 0.09, 0.03], [0.02, 0.01, 0.04], [-0.11, 0.09, 0.07], [-0.02, -0.31, 0.32], [-0.27, -0.08, -0.05], [-0.49, -0.50, 0.06], [0.03, 0.01, -0.12], [0.14, 0.15, -0.16], [-0.12, -0.01, 0.10], [0.05, -0.11, 0.00]]}

---

5.
{"formula": "C3H15NO4", "method": "ωB97M-V/def2-TZVPD", "homo_lumo_gap_ev": 10.48, "smiles": "C[C@H](N)CO.O.O.O", "e_homo_ha": -0.36808, "species": ["C", "C", "N", "C", "O", "H", "H", "H", "H", "H", "H", "H", "H", "H", "O", "H", "H", "O", "H", "H", "O", "H", "H"], "positions_angstrom": [[-0.822, -2.624, 0.120], [-0.798, -1.144, -0.222], [0.442, -0.595, -0.741], [-1.219, -0.489, 1.112], [-1.454, 0.958, 0.878], [-1.775, -3.161, 0.117], [-0.146, -3.179, -0.402], [-0.619, -2.807, 1.251], [-1.629, -1.180, -1.059], [0.509, -0.943, -1.689], [1.321, -0.912, -0.344], [-1.997, -0.942, 1.645], [-0.304, -0.416, 1.686], [-2.473, 1.161, 0.638], [-0.845, 1.695, -2.434], [-0.170, 1.153, -2.940], [-0.604, 1.661, -1.469], [2.103, 2.431, 2.289], [1.273, 1.992, 2.213], [2.048, 2.897, 1.388], [2.567, 1.340, -0.352], [2.925, 1.764, -1.132], [1.669, 1.341, -0.554]], "forces_ev_per_angstrom": [[-0.84, -0.36, 4.14], [-2.69, -1.60, -0.06], [-0.23, -0.09, -0.91], [1.57, 3.52, -2.77], [-3.61, 0.01, -0.38], [-0.31, 0.59, -0.79], [1.92, -1.57, -1.54], [0.46, 0.43, -1.61], [1.58, 1.36, 1.48], [0.03, 0.25, -0.27], [-0.34, -0.13, 0.79], [-1.18, -0.78, 0.57], [0.11, -0.53, 0.49], [3.61, -1.03, 0.82], [1.22, -0.65, 0.14], [-1.17, 1.00, 1.32], [-0.18, -0.39, -1.40], [0.29, 1.78, -2.14], [-1.13, -0.91, 0.49], [0.81, -0.87, 1.90], [2.31, 0.30, 0.19], [0.57, 0.14, -0.18], [-2.81, -0.47, -0.26]]}

---

- Which formula does entry 3 have?
  C3H14N2O2

---

- Which formula does entry 2 have?
  C6H18HgO12S2